Record 1
Entry from OMol25: a molecular structure, C14H14AgN2O5S in a non-equilibrium geometry (the ωB97M-V functional and the def2-TZVPD basis).

Output
Molecular weight = 430.21 g mol⁻¹
HOMO = -4.68 eV
Kohn-Sham gap = 5.774 eV
LUMO = 1.093 eV
Charge = -1

XYZ file:
```
37
C14H14AgN2O5S the ωB97M-V functional and the def2-TZVPD basis
Ag -0.2462 -0.4582 0.2136
O -0.4305 3.2074 -1.2608
C 0.2091 2.2028 -0.9624
O 0.2273 1.6273 0.1851
C 1.1268 1.6003 -2.0707
C 2.3229 0.8340 -1.4889
C 3.4119 0.6654 -2.5664
C 2.7955 -0.4478 -3.4508
C 1.4514 -0.6750 -2.7366
O 1.8230 -0.5049 -1.3610
C 0.5198 0.5191 -3.0261
C -0.9779 0.1185 -2.8818
O -1.7050 0.3378 -3.8545
O -1.3143 -0.4683 -1.8017
H 1.4511 2.4653 -2.6481
H 2.6680 1.1966 -0.5247
H 4.3504 0.3403 -2.1150
H 3.5881 1.5941 -3.1087
H 3.4023 -1.3547 -3.4313
H 2.6548 -0.1480 -4.4888
H 1.0016 -1.6544 -2.8854
H 0.6219 0.8328 -4.0636
N 0.5381 -7.1412 1.2101
C 0.0953 -6.4375 0.1396
S 0.0007 -7.1630 -1.3426
C -0.2427 -5.0284 0.3776
C 0.2586 -4.3273 1.4767
C -0.1228 -3.0162 1.6799
N -0.9681 -2.3577 0.8776
C -1.4404 -3.0258 -0.1917
C -1.1060 -4.3330 -0.4722
H 0.6493 -8.1309 1.0676
H 0.3177 -6.8270 2.1418
H 0.9720 -4.7827 2.1513
H 0.2416 -2.4662 2.5384
H -2.0878 -2.4535 -0.8460
H -1.5009 -4.8264 -1.3483
```

Record 2
Entry from OMol25: a molecular structure, C38H58O29Rb2 in a non-equilibrium geometry (the ωB97M-V functional and the def2-TZVPD basis).

Output
Molecular weight = 1149.79 g mol⁻¹
Energy relative to the best compared isomer or geometry (same formula, charge and spin) = 148.5 kcal/mol
HOMO = -3.74 eV
Kohn-Sham gap = 1.960 eV
LUMO = -1.777 eV

XYZ file:
```
127
C38H58O29Rb2 the ωB97M-V functional and the def2-TZVPD basis
Rb -1.4712 0.3195 5.5074
Rb 6.2655 2.9565 -0.3379
O -1.8660 0.8934 0.0272
C -0.8130 0.4821 -0.9130
C 0.4149 -0.4543 -0.4619
O 1.3091 -0.1726 0.5982
H -0.3220 1.4002 -1.2359
H -1.3644 -0.0340 -1.6989
H 1.0158 -0.7441 -1.3240
H 0.0173 -1.4320 -0.1899
C 2.2335 -3.1830 -7.5610
C 2.2676 -1.7693 -8.1220
C 1.0641 -0.8313 -8.2001
O 1.5192 0.3810 -7.6646
C 2.6933 0.2500 -7.0558
O 3.3045 1.1189 -6.4483
O 3.0960 -1.0135 -7.2305
H 3.2554 -3.5610 -7.5931
H 1.6779 -3.9159 -8.1461
H 1.9304 -3.1312 -6.5153
H 2.6753 -1.7433 -9.1326
H 0.2424 -1.1959 -7.5837
H 0.6531 -0.7969 -9.2091
C -4.9862 4.5854 -6.4079
C -4.2345 5.6498 -5.6246
C -2.9378 6.1555 -6.2768
O -3.1580 7.5629 -6.3325
C -4.3341 7.9411 -5.7643
O -4.7726 9.0728 -5.6354
O -5.0709 6.8064 -5.4158
H -5.2808 4.9405 -7.3954
H -5.9043 4.4286 -5.8417
H -4.3668 3.6959 -6.5234
H -4.0141 5.2787 -4.6237
H -2.8641 5.6617 -7.2457
H -2.0883 5.8688 -5.6570
C -8.8691 -2.6747 1.3978
C -9.4679 -1.5464 0.5895
C -8.7310 -1.3860 -0.7287
O -9.7992 -1.6758 -1.6505
C -10.9712 -2.0017 -1.0402
O -12.0008 -2.2161 -1.6825
O -10.8523 -1.8885 0.2536
H -9.2065 -3.6593 1.0740
H -9.2013 -2.6639 2.4359
H -7.7857 -2.6098 1.4985
H -9.5007 -0.6280 1.1758
H -7.8761 -2.0360 -0.9153
H -8.4265 -0.3741 -0.9959
C 0.4951 8.0239 3.3934
C 0.2094 7.6139 1.9410
C -0.5398 8.5215 1.0172
O 0.3363 8.5339 -0.1105
C 1.4633 7.9943 0.1935
O 2.4767 7.9930 -0.4854
O 1.4648 7.4365 1.3661
H 1.1436 8.8996 3.4187
H 0.9465 7.2190 3.9736
H -0.4302 8.2797 3.9097
H -0.3149 6.6589 1.9067
H -0.6140 9.5218 1.4438
H -1.5034 8.0806 0.7620
C 5.9832 2.8142 7.4394
C 6.6164 1.5196 7.8798
C 6.8087 0.4537 6.7882
O 8.1152 -0.0194 7.0302
C 8.7539 0.7728 7.9719
O 9.8839 0.5433 8.4012
O 7.8928 1.6695 8.3811
H 6.5572 3.1671 6.5826
H 5.8478 3.5473 8.2346
H 4.9908 2.5616 7.0659
H 5.9365 1.1511 8.6479
H 6.7435 0.8652 5.7809
H 6.0640 -0.3109 7.0093
C 8.2746 -4.1392 -2.3565
C 9.6750 -4.1709 -1.6246
C 10.8543 -3.5272 -2.4275
O 11.4213 -2.7047 -1.3930
C 10.6675 -2.5557 -0.3597
O 10.7757 -1.7343 0.5445
O 9.6036 -3.3214 -0.4658
H 8.2529 -5.0251 -2.9912
H 8.1516 -3.2557 -2.9829
H 7.4308 -4.2396 -1.6737
H 9.8928 -5.1938 -1.3176
H 10.4589 -2.9979 -3.2945
H 11.4446 -4.3556 -2.8191
C -1.0874 -7.9917 -1.6917
C -2.3823 -7.1671 -1.5373
C -2.8627 -6.6175 -2.8909
O -4.2399 -6.8683 -2.9254
C -4.5307 -7.8058 -2.0081
O -5.6414 -8.3177 -1.7978
O -3.4572 -8.0559 -1.2631
H -0.3407 -7.3114 -2.1012
H -1.1652 -8.9049 -2.2817
H -0.6118 -8.2127 -0.7362
H -2.1858 -6.4373 -0.7519
H -2.2789 -6.9362 -3.7544
H -2.7827 -5.5304 -2.8816
C -7.6712 4.9480 4.4257
C -6.9668 5.6655 3.3295
C -7.7338 5.5342 1.9622
O -8.0081 6.8616 1.6856
C -7.4078 7.7072 2.5437
O -7.4945 8.9603 2.5257
O -6.8660 7.0594 3.5769
H -8.7265 5.1737 4.5789
H -7.2435 5.0135 5.4261
H -7.6877 3.8873 4.1753
H -5.9217 5.4136 3.1496
H -8.6713 4.9836 2.0407
H -7.1164 5.0344 1.2157
C 4.1286 -6.6905 6.7447
C 3.7561 -7.0765 5.2930
C 4.4121 -6.3673 4.1920
O 5.0074 -7.3841 3.4365
C 4.8068 -8.5851 3.9593
O 5.1852 -9.6138 3.5307
O 4.2383 -8.3952 5.1327
H 3.8650 -5.6461 6.9118
H 5.2096 -6.8199 6.7966
H 3.6204 -7.3031 7.4894
H 2.6686 -7.0304 5.2347
H 5.2147 -5.7765 4.6335
H 3.6406 -5.7987 3.6727
```

Record 3
Entry from OMol25: a molecular structure, C2H3BrCl2 in a non-equilibrium geometry (the ωB97M-V functional and the def2-TZVPD basis).

Output
Molecular weight = 177.86 g mol⁻¹
Energy relative to the best compared isomer or geometry (same formula, charge and spin) = 17.6 kcal/mol
HOMO = -9.70 eV
Kohn-Sham gap = 8.063 eV
LUMO = -1.637 eV

XYZ file:
```
8
C2H3BrCl2 the ωB97M-V functional and the def2-TZVPD basis
C -0.0189 -0.7323 -0.5258
C 0.0544 0.2963 0.5388
Cl -1.3400 0.4284 1.5321
Cl 1.5272 0.4284 1.3889
Br -0.0919 2.5895 -0.6028
H -0.8957 -0.5757 -1.1522
H 0.8764 -0.7253 -1.1376
H -0.1115 -1.7093 -0.0414
```